Entry from the OMol25 dataset: a structure of composition C20H21ClO7PRu in a non-equilibrium geometry (ωB97M-V with the def2-TZVPD basis set).

Each line ends with the natural charge from an NBO analysis.
Positions of all 51 atoms, in Å:
Ru: 0.35 -0.82 -0.91  1.4994
C: 2.95 -1.04 2.67  -0.6290
C: 2.75 -0.82 1.17  0.1550
C: 4.07 -0.69 0.36  -0.6385
O: 1.92 -1.82 0.63  -0.7202
C: 1.99 0.55 0.95  0.7598
O: 1.96 1.44 1.75  -0.5174
O: 1.36 0.65 -0.23  -0.6591
H: 3.52 -1.97 2.87  0.2266
H: 1.99 -1.22 3.20  0.2177
H: 3.51 -0.19 3.10  0.2504
H: 4.71 -1.56 0.38  0.2295
H: 4.52 0.18 0.74  0.2369
H: 3.84 -0.45 -0.67  0.2361
H: 2.48 -2.49 0.17  0.5256
O: -2.78 -3.39 -1.31  -0.4960
C: -2.23 -2.39 -1.05  0.7949
O: -0.96 -2.21 -1.43  -0.6821
C: -2.85 -1.27 -0.17  -0.8549
P: -1.57 -0.02 0.13  1.1979
C: -1.83 1.32 -1.05  -0.3983
C: -2.53 0.91 -2.24  -0.1787
C: -2.84 1.88 -3.18  -0.1845
C: -2.50 3.20 -2.94  -0.1478
C: -1.69 3.49 -1.89  -0.1878
C: -1.33 2.56 -0.90  -0.1729
C: -1.43 0.32 1.90  -0.3998
C: -2.00 1.47 2.46  -0.1743
C: -1.85 1.61 3.85  -0.1901
C: -1.28 0.59 4.66  -0.1522
C: -0.67 -0.55 4.07  -0.1882
C: -0.77 -0.66 2.67  -0.2020
H: -3.13 -1.79 0.72  0.2955
H: -3.70 -0.84 -0.68  0.2861
H: -2.93 -0.06 -2.34  0.2188
H: -3.47 1.49 -4.01  0.2439
H: -2.86 4.06 -3.51  0.2422
H: -1.37 4.51 -1.76  0.2327
H: -0.75 2.89 -0.04  0.2512
H: -2.63 2.17 1.87  0.2430
H: -2.19 2.50 4.36  0.2378
H: -1.37 0.60 5.76  0.2404
H: -0.06 -1.24 4.62  0.2360
H: -0.27 -1.55 2.21  0.2313
Cl: 2.83 -0.15 -5.26  -0.0005
C: 2.23 -1.57 -4.37  -0.4836
C: 1.59 -1.20 -3.11  0.7694
O: 0.54 -0.53 -3.12  -0.5972
O: 2.08 -1.60 -2.01  -0.7064
H: 3.10 -2.19 -4.13  0.2469
H: 1.55 -2.11 -5.00  0.2564

The multiplicity is 5. The largest force on an atom is 0.067 hartree/bohr. The value obtained for the energy is -59798.712 eV. The calculation puts the HOMO energy (alpha / beta) at -12.65 / -12.79 eV. The net charge is +1. The lowest unoccupied orbital energy (alpha / beta) is -4.282 / -6.173 eV.